Record 1
Entry from the OMol25 dataset: an isolated ion of composition C4H7N2O and charge +1 in a non-equilibrium geometry (wB97M-V/def2-TZVPD).

```
14
Properties=species:S:1:pos:R:3:forces:R:3
C 1.56222 1.60327 0.02036 -2.11 -2.84 1.16
C -1.06284 -0.83481 0.17041 1.53 -1.46 -4.13
H 2.22606 2.32824 -0.22084 1.93 2.06 -0.54
C 0.33573 -0.32973 0.01448 0.19 0.07 1.16
N 0.55727 0.98591 0.18355 2.31 0.86 -1.16
C -2.01482 0.28810 -0.15356 -1.86 -0.21 1.64
O 1.42923 -1.05958 -0.08562 0.15 -2.70 0.62
H -2.21834 0.32374 -1.20602 -0.70 0.04 -0.33
H -1.28802 -1.17763 1.11381 0.13 -1.10 2.29
N 2.65993 -0.62281 -0.08558 -2.18 5.46 -0.65
H -1.65135 1.25964 0.14174 0.38 0.28 0.07
H -2.91002 0.16949 0.57050 0.95 0.05 -1.90
H 3.45641 -1.17997 0.12210 -0.22 -2.30 0.15
H -1.08145 -1.75385 -0.58534 -0.51 1.80 1.63
```
Positions in Å, forces in eV/Å.

Results
- total charge = +1
- calculated total energy (eV) = -9275.294
- gap between HOMO and LUMO (alpha / beta) (eV) = 8.94 / 8.01
- LUMO energy (alpha / beta) (eV) = -5.987 / -5.789

***

Record 2
Entry from the OMol25 dataset: one molecule with the formula C4H7N2OP in a non-equilibrium geometry (wB97M-V/def2-TZVPD).

```
15
Properties=species:S:1:pos:R:3:forces:R:3
H 2.73791 -1.82545 -0.72068 1.26 2.28 0.15
C 3.06091 -0.69456 -0.55126 -2.97 -2.40 -1.18
H -2.18538 2.04099 -0.81585 -0.23 -0.69 -0.18
H 3.44762 -0.52650 0.38634 0.80 0.01 2.46
P -2.76120 0.73881 -0.51482 1.66 0.75 -1.12
H -0.19173 2.10318 0.67386 0.19 -0.20 -0.16
H -3.32941 1.33746 0.54724 -1.06 0.47 1.48
H 3.70113 -0.26233 -1.25204 1.46 -0.30 -1.43
C -0.10456 1.08666 0.30681 0.59 -1.00 0.66
C 1.80400 0.04651 -0.79290 0.79 -0.28 -0.38
H -2.32381 -2.31911 0.99806 -0.58 -2.28 0.69
C -1.20054 -1.00728 0.78604 0.92 0.81 0.27
N -1.24772 0.24512 0.37558 -0.40 0.70 -0.72
N 1.01781 0.52943 -0.01962 -2.00 1.62 -0.19
O -2.42502 -1.49292 0.59325 -0.43 0.49 -0.35
```
Positions in Å, forces in eV/Å.

Results
- calculated total energy (eV) = -18572.605
- gap between HOMO and LUMO (eV) = 7.97
- LUMO energy (eV) = 0.693

***

Record 3
Entry from the OMol25 dataset: one molecule with the formula C4H7N2OP in a non-equilibrium geometry (wB97M-V/def2-TZVPD).

```
15
Properties=species:S:1:pos:R:3:forces:R:3
H -0.14972 -1.86865 1.15054 0.05 -0.11 0.54
C 1.45288 1.01864 0.04152 -0.19 -2.33 -1.94
N -1.11944 -1.59131 1.09720 0.02 0.81 -1.51
H -0.45032 0.08515 -2.15806 -1.03 1.58 -1.34
C -0.11029 -0.39663 -1.29968 -0.01 -1.79 1.36
H -1.54888 -1.30259 1.96457 0.21 -0.42 0.47
P -1.32922 -0.25327 0.07276 -1.33 -0.36 -0.11
H 0.84231 2.05200 1.67858 0.09 1.40 1.73
O -2.76177 -0.02236 -0.22514 0.96 -0.26 -0.39
H 2.40341 1.36644 0.20858 2.15 1.00 0.32
N -0.75296 0.99880 1.01882 0.00 0.06 0.69
C 0.45464 1.36847 0.99779 -0.71 -0.26 -1.05
C 1.24822 0.16355 -0.97006 -1.63 -0.33 -0.39
H 1.83827 -0.21431 -1.79020 1.47 0.69 0.48
H -0.01714 -1.40395 -1.78722 -0.06 0.33 1.13
```
Positions in Å, forces in eV/Å.

Results
- SMILES = N[P@]1(=O)CC=CC=N1
- calculated total energy (eV) = -18578.223
- gap between HOMO and LUMO (eV) = 9.46
- LUMO energy (eV) = -0.350

***

Record 4
Entry from the OMol25 dataset: one molecule with the formula C4H7N2P in a non-equilibrium geometry (wB97M-V/def2-TZVPD).

```
14
Properties=species:S:1:pos:R:3:forces:R:3
H -2.47926 -0.38683 -1.69172 -0.05 -0.13 0.01
C 1.37009 0.89620 0.24837 0.03 -0.39 -0.11
C -0.75668 -0.13364 -0.50990 -2.03 1.20 -0.55
H 1.34389 0.29751 2.53333 -0.17 -0.39 -0.02
H 1.41937 1.24617 -0.77789 0.01 0.09 -0.03
H 1.23811 1.76420 0.89648 -0.02 0.04 -0.01
H -2.40713 -1.34317 -0.20572 0.10 -0.15 0.17
N 0.72264 -0.52004 2.59161 0.69 1.56 0.57
C 0.21567 -0.07707 0.38430 1.92 -0.88 2.15
H 2.31066 0.40181 0.49351 0.09 0.05 0.05
P 0.63809 -1.41731 3.94233 0.09 -0.49 1.05
H -1.41789 -1.81368 -1.59415 -0.06 -0.24 0.07
N 0.03074 -0.82680 1.50874 -0.90 -0.21 -2.92
C -1.81483 -0.95915 -1.04277 0.30 -0.05 -0.42
```
Positions in Å, forces in eV/Å.

Results
- calculated total energy (eV) = -16523.627
- gap between HOMO and LUMO (alpha / beta) (eV) = 5.48 / 5.54
- LUMO energy (alpha / beta) (eV) = -1.514 / -1.536

***

Record 5
Entry from the OMol25 dataset: C4H7N2P as an isolated structure in a non-equilibrium geometry (wB97M-V/def2-TZVPD).

```
14
Properties=species:S:1:pos:R:3:forces:R:3
H 3.00953 -0.80126 0.97342 0.02 -0.01 -0.02
H -3.09335 1.24694 -0.08213 0.01 0.02 0.00
H -0.06311 -1.44629 -1.27479 -0.06 -0.06 -0.40
C 1.38427 0.19447 0.11109 -2.97 -2.20 0.14
N 0.73407 1.24207 -0.00647 1.96 0.19 -0.06
P -0.36659 -1.44141 0.09509 1.95 2.00 0.43
H -3.21311 -0.46922 -0.56410 -0.09 -0.02 -0.06
C -1.25832 0.17159 0.01015 0.50 -0.53 -0.06
N -0.60419 1.27518 0.00466 -1.81 0.60 0.07
C 2.79182 -0.16274 0.11903 0.66 0.00 -0.05
H 3.01927 -0.72322 -0.78792 0.07 -0.04 0.01
H -3.02604 -0.04588 1.12779 -0.11 -0.05 0.09
C -2.74168 0.23681 0.11521 -0.07 0.04 -0.06
H 3.42743 0.72297 0.15896 -0.05 0.05 -0.03
```
Positions in Å, forces in eV/Å.

Results
- calculated total energy (eV) = -16527.463
- gap between HOMO and LUMO (eV) = 9.00
- LUMO energy (eV) = 0.397

***

Record 6
Entry from the OMol25 dataset: one molecule with the formula C4H7N2P in a non-equilibrium geometry (wB97M-V/def2-TZVPD).

```
14
Properties=species:S:1:pos:R:3:forces:R:3
H 0.34651 2.02654 -0.95990 0.05 -0.32 0.13
H -3.20070 -1.19672 -0.62716 1.26 0.07 0.25
N 1.79958 -0.65412 0.19062 -0.26 1.89 -1.04
C 0.83036 1.75987 -0.00207 -0.16 0.99 -0.89
H -3.06306 -2.16290 0.86289 1.08 -0.06 -1.66
H -1.84336 -2.53378 -0.67592 -1.91 1.12 1.39
H 0.19676 2.32045 0.72554 0.88 -0.49 -0.09
C 0.76611 0.26048 0.17975 1.34 -0.72 0.46
H 1.86812 2.18538 -0.16815 -1.54 -0.50 0.95
P 3.34494 -0.21873 -0.20616 -1.05 0.74 0.64
H 3.13461 1.27350 -0.22638 0.90 -1.43 -0.26
C -2.43693 -1.73609 -0.00793 -0.62 -2.49 -0.32
C -1.30724 -1.06550 0.58473 1.25 2.90 0.46
N -0.43571 -0.25837 0.33014 -1.22 -1.71 -0.01
```
Positions in Å, forces in eV/Å.

Results
- calculated total energy (eV) = -16526.115
- gap between HOMO and LUMO (alpha / beta) (eV) = 6.62 / 6.83
- LUMO energy (alpha / beta) (eV) = -0.344 / -0.350

***

Record 7
Entry from the OMol25 dataset: a 2-piece molecular cluster, C4H7N2P overall in a non-equilibrium geometry (wB97M-V/def2-TZVPD).

```
14
Properties=species:S:1:pos:R:3:forces:R:3
H 0.29734 -2.05702 0.01173 0.29 0.15 0.32
N 2.07024 -1.07145 -0.54359 1.17 -1.41 0.54
C 2.35504 0.24511 -0.58831 1.94 0.17 -2.67
H -1.06579 1.53841 0.56697 -0.45 0.64 -0.42
H -1.24306 0.33547 2.27785 0.62 0.03 -3.88
P -2.15701 -0.56800 -0.54126 0.57 1.61 -1.45
C 1.24204 0.93149 -0.31307 0.87 4.48 0.99
H -2.71718 -1.37980 0.32929 -0.42 -1.96 2.02
N 0.28310 0.10851 0.09281 0.92 -2.30 0.69
H -3.39324 0.07272 -0.44984 -0.17 0.94 -0.13
C -1.00329 0.47670 0.52622 -0.97 -1.62 3.32
H 3.26513 0.50595 -1.17031 -0.75 0.39 1.06
H 1.15989 2.01939 -0.15137 -0.17 -0.71 -0.43
C 0.90678 -1.15749 -0.04713 -3.45 -0.40 0.06
```
Positions in Å, forces in eV/Å.

Results
- calculated total energy (eV) = -16526.119
- gap between HOMO and LUMO (eV) = 8.72
- LUMO energy (eV) = -0.188

***

Record 8
Entry from the OMol25 dataset: C4H7N2P3 as an isolated structure in a non-equilibrium geometry (wB97M-V/def2-TZVPD).

```
16
Properties=species:S:1:pos:R:3:forces:R:3
H 0.13258 -1.10737 -0.10326 -0.01 -0.50 -0.13
N -2.56622 -1.04191 -0.67289 -1.14 -0.53 0.70
P -3.90288 -1.49476 0.19241 1.16 1.08 -0.46
C 1.82666 0.34293 -0.35667 -0.15 2.21 0.90
H -0.27877 1.81038 -0.74459 0.67 1.80 -0.48
H 3.77279 -0.43404 0.65107 -1.57 0.95 -0.33
H 1.84382 1.52981 -0.17416 0.06 -2.57 0.19
C -0.54663 0.80836 -0.71213 1.49 -2.23 1.25
C 2.62294 -0.48089 0.62727 3.18 -0.95 0.05
H 2.34112 -0.45388 1.65109 -0.61 1.03 0.96
N -4.40814 -0.06781 0.89633 -0.50 -1.20 -0.34
H 2.15252 0.35337 -1.37938 0.72 -0.68 -0.52
C 0.40804 -0.10619 -0.36661 -1.58 2.28 -0.77
P -3.74419 1.34673 0.66726 0.83 0.69 -0.17
P -2.24905 0.55260 -0.70848 -1.76 -0.82 0.23
H 2.59542 -1.55733 0.53275 -0.79 -0.55 -1.09
```
Positions in Å, forces in eV/Å.

Results
- calculated total energy (eV) = -35106.547
- gap between HOMO and LUMO (eV) = 7.11
- LUMO energy (eV) = -0.865

***

Record 9
Entry from the OMol25 dataset: a 2-piece molecular cluster, C4H7N2S overall in a non-equilibrium geometry (wB97M-V/def2-TZVPD).

```
14
Properties=species:S:1:pos:R:3:forces:R:3
C 2.36485 -0.38991 0.07744 0.45 -1.36 -0.44
C -1.63651 2.08525 -0.09192 1.52 -1.04 1.48
H -2.70077 1.80363 -0.33055 1.44 -0.41 0.39
H -0.90000 -2.45257 0.14775 -0.63 1.81 -0.30
N -1.00090 -1.41285 0.02169 -3.15 -2.90 0.16
H -1.03033 2.47711 -0.88087 0.03 0.44 -0.31
S 1.72416 1.20477 0.20005 -0.15 -0.83 -0.08
H -1.93368 -0.97102 0.09564 1.16 -0.71 -0.02
H -1.28300 2.26640 0.95325 -0.88 0.19 -1.14
H 1.40576 -2.36226 -0.30021 0.60 0.66 0.41
N 0.13629 0.59244 0.10964 -1.56 1.29 -0.17
C 1.35257 -1.28632 -0.06514 1.51 -1.70 -0.24
C 0.09577 -0.73264 0.01670 0.62 3.03 0.12
H 3.40578 -0.82204 0.04651 -0.97 1.53 0.13
```
Positions in Å, forces in eV/Å.

Results
- total charge = +1
- calculated total energy (eV) = -18066.932
- gap between HOMO and LUMO (eV) = 6.51
- LUMO energy (eV) = -6.323